16
Properties=species:S:1:pos:R:3:forces:R:3 method="wB97M-V/def2-TZVPD" homo_lumo_gap_ha=0.3444 e_lumo_ev=1.08 homo_ha=-0.3048
C 0.230310 1.790963 -1.254090 0.435 0.146 -0.113
C 1.218364 1.004495 -1.424604 0.105 0.460 -0.070
N -0.070602 0.579584 -2.084108 -0.043 0.019 -0.410
H -0.275593 2.677877 -0.919438 0.086 -0.153 -0.004
H 2.235033 0.665514 -1.331723 -0.173 0.013 0.010
H -0.010307 0.878112 -3.065166 -0.101 -0.189 0.106
C -1.602461 0.998068 0.710206 -0.060 -0.187 0.158
C -0.825571 -0.042753 0.876269 0.186 -0.014 -0.073
C 0.135664 -0.919368 0.795434 -0.118 0.208 -0.018
C 0.411682 -2.227912 1.475359 -0.073 -0.051 0.058
H -1.476556 1.899762 1.306152 -0.086 -0.205 0.048
H -2.367655 1.006113 -0.063731 0.030 -0.101 0.198
H 0.881155 -0.599173 0.060387 -0.004 -0.160 0.112
H 1.378382 -2.176704 1.992857 -0.198 -0.031 -0.053
H 0.494472 -3.026613 0.726035 -0.056 0.152 0.166
H -0.356318 -2.507963 2.200163 0.070 0.093 -0.115

***

20
Properties=species:S:1:pos:R:3:forces:R:3 method="wB97M-V/def2-TZVPD" homo_lumo_gap_ha=0.1201 e_lumo_ev=-4.98 homo_ha=-0.3032
N -3.928294 -0.052466 -0.339646 2.196 1.382 -1.861
C -1.565752 0.467518 0.721182 5.031 0.141 1.146
C 1.844737 1.366347 -0.729087 0.617 0.551 -2.293
C 0.677562 1.485795 0.123704 1.957 0.372 1.771
C -0.426418 0.769717 -0.172831 -3.915 -0.676 1.525
H -2.588628 0.130968 0.262981 -3.151 -0.633 -1.211
H -4.780805 0.403210 -0.163572 -0.921 1.038 1.689
H -1.636057 1.123393 1.577136 -0.369 0.450 -0.045
H -1.317293 -0.522646 1.154059 -0.703 -0.270 -0.563
H 2.442013 0.528419 -0.299792 -0.166 -0.002 -0.236
H 2.548771 2.272411 -0.637681 -1.136 -1.216 -0.362
H 1.515959 1.085772 -1.853992 1.120 0.705 2.626
H 0.885351 1.853087 1.152943 -0.643 0.244 -0.820
H -0.354171 0.218940 -1.055560 -0.030 -1.031 -1.403
H 2.151819 -1.816251 2.010318 0.207 0.485 -0.991
H 2.098984 -1.878240 0.052659 -0.531 -0.495 -1.477
O 2.237759 -1.244960 1.213154 -0.478 0.074 0.649
H -4.161600 -0.881282 -0.828942 0.591 -1.767 0.227
H 2.469860 -3.046775 -1.136989 -0.613 0.766 -0.024
O 1.886197 -2.262948 -1.050038 0.939 -0.120 1.654

***

22
Properties=species:S:1:pos:R:3:forces:R:3 method="wB97M-V/def2-TZVPD" homo_lumo_gap_ha=0.3873 e_lumo_ev=-2.71 charge=+1 homo_ha=-0.4867
C 2.909785 0.573772 0.211363 -1.194 0.661 -0.236
C 1.690337 -0.299691 -0.122083 2.180 -0.844 1.055
C 1.567269 -1.682779 -0.047142 1.586 0.491 0.411
N 0.219173 -1.950809 -0.032255 -1.507 0.381 -1.050
C -0.454245 -0.829720 -0.265426 0.557 2.037 1.743
N 0.443437 0.190849 -0.241036 0.643 -2.881 -0.225
C -0.012051 1.488011 -0.250573 -2.769 5.010 -1.610
C -1.511121 1.297480 0.005195 -1.104 -2.573 0.815
C -1.834348 -0.228530 -0.362976 0.567 -0.144 -0.519
N -2.890728 -0.960729 0.254286 3.043 -0.970 2.399
H 2.892772 1.609073 -0.249574 -0.059 -1.380 0.474
H 3.110491 0.648749 1.291833 -0.773 0.188 -0.189
H 3.763920 0.043072 -0.093144 1.225 -0.491 -0.946
H 2.376316 -2.445274 0.029176 -1.124 0.755 0.066
H -0.333132 -2.788078 0.091192 0.651 -0.504 -0.142
H -0.067407 2.041987 -1.279115 1.289 -1.189 1.529
H 0.387785 2.212190 0.534366 0.047 -1.346 -1.157
H -1.621012 1.316387 1.110410 -0.780 0.527 -0.699
H -2.259650 1.777420 -0.632516 0.526 1.022 0.782
H -1.975948 -0.374291 -1.398388 -0.583 0.706 -1.757
H -2.581218 -0.977434 1.237393 -1.112 -0.384 -0.237
H -3.820424 -0.661646 0.209009 -1.310 0.928 -0.505

***

56
Properties=species:S:1:pos:R:3:forces:R:3 method="wB97M-V/def2-TZVPD" homo_lumo_gap_ha=0.3112 e_lumo_ev=-3.12 charge=+1 homo_ha=-0.4260
Ag 0.134533 -0.908619 -1.352548 -0.254 0.571 -0.474
O 2.843195 5.362237 0.129754 0.432 0.269 -0.065
C 3.750087 4.821179 -0.822395 -0.943 -1.403 0.205
C 3.041927 3.535441 -1.330948 1.932 0.240 -0.617
C 3.833740 2.487539 -1.868375 -2.092 0.430 -0.087
C 3.138690 1.350369 -2.299291 0.449 -0.903 0.467
N 1.788847 1.161177 -2.213274 0.622 1.575 -1.089
C 1.071425 2.294529 -1.979162 2.208 -0.480 1.473
C 1.671750 3.433592 -1.377578 -0.650 -0.170 -0.011
C -0.354713 2.294912 -2.176566 -2.057 -0.812 0.695
C -1.028811 3.516989 -2.144116 0.166 0.308 -0.325
C -2.399257 3.548429 -2.028500 -2.224 -0.733 0.142
C -3.174342 4.780274 -1.584921 -0.319 1.964 -0.038
O -2.869624 5.189343 -0.235571 -0.072 -0.557 -0.559
C -3.114644 2.348641 -2.229924 1.131 -0.064 0.256
C -2.361563 1.175978 -2.323026 -0.532 -0.341 -0.086
N -1.042352 1.104160 -2.187505 1.128 1.188 -0.232
H 3.309748 5.982914 0.694615 -0.002 0.131 0.025
H 4.712254 4.519179 -0.377757 -0.278 0.228 -0.037
H 3.942010 5.505020 -1.661312 -0.102 -0.117 0.137
H 4.903055 2.599223 -1.947100 0.096 -0.249 -0.054
H 3.741818 0.503144 -2.702691 -0.749 0.543 0.523
H 1.067721 4.199725 -0.857569 0.447 -0.496 -0.726
H -0.514567 4.479236 -2.219361 0.091 -0.503 0.240
H -4.269270 4.643354 -1.467053 0.707 -0.458 -0.768
H -3.024288 5.672782 -2.293540 -0.079 -1.287 0.784
H -1.971650 5.503904 -0.179503 0.486 0.207 -0.005
H -4.199189 2.269745 -2.247423 0.250 0.269 0.056
H -2.846523 0.209713 -2.474744 -0.071 0.288 0.165
C -0.192845 -0.638856 1.736151 1.279 -0.296 -1.259
P -0.167741 -2.250786 0.642136 0.834 1.236 0.692
C -1.538532 -3.190719 1.330318 -1.485 1.603 -3.013
C -1.533884 -3.677785 2.576973 0.575 -0.535 1.297
C -2.735742 -3.951242 3.213887 -0.173 -0.695 0.469
C -3.943911 -3.784180 2.562913 -0.817 0.720 -0.312
C -3.953761 -3.193045 1.266224 -0.639 -1.295 0.676
C -2.762317 -2.978179 0.631160 1.013 0.682 -0.103
C 1.217023 -3.361767 1.046659 0.935 0.484 -0.078
C 1.595333 -4.244846 0.049935 -0.545 -1.247 -0.378
C 2.221193 -5.466261 0.397788 0.342 0.907 -1.225
C 2.630877 -5.688804 1.701688 -0.030 -0.240 1.092
C 2.464691 -4.682881 2.708054 -0.414 0.513 -2.153
C 1.814922 -3.483664 2.305653 -0.241 -0.690 0.699
H 0.881379 -0.363331 1.880108 -0.756 -0.103 -0.063
H -0.663007 -0.729397 2.694703 -0.270 -0.369 0.485
H -0.675623 0.205363 1.184848 0.285 -0.860 0.273
H -0.555453 -3.840099 3.018586 -0.317 -0.017 0.532
H -2.688603 -4.321834 4.231426 -0.207 -0.106 -0.078
H -4.917282 -4.047397 3.052482 1.147 0.354 -0.444
H -4.904553 -3.023926 0.762080 0.245 -0.004 0.107
H -2.692375 -2.543384 -0.382255 -0.297 -0.295 0.602
H 1.288838 -4.057317 -0.994657 0.102 -0.260 0.622
H 2.454755 -6.160799 -0.442195 -0.215 0.402 1.036
H 3.073864 -6.681615 1.940728 -0.279 1.000 -0.008
H 2.833812 -4.826422 3.711744 0.065 0.071 0.000
H 1.668934 -2.600936 2.930249 0.145 -0.598 0.534